Record 1
Computed, not measured: a single C21H27N3OS molecule, with wB97M-V/def2-TZVPD.

CARTESIAN COORDINATES (ANGSTROEM)
C -1.1647 -1.0484 5.8180
C -0.7019 0.0078 4.8125
C -0.1580 -0.6419 3.5732
C -1.0087 -1.0277 2.5456
C -0.5241 -1.6357 1.4045
C 0.8392 -1.8864 1.2737
N 1.3647 -2.5179 0.1425
C 1.0415 -2.3296 -1.1661
S 1.7328 -3.3339 -2.2889
N 0.1838 -1.3387 -1.4783
C 0.0540 -0.8667 -2.8448
C 1.2758 -0.0275 -3.2396
C 1.2606 1.3463 -2.5392
C 0.9348 2.4612 -3.5496
C -0.5904 2.3566 -3.6675
C -0.9983 1.4069 -2.5096
C -1.2304 -0.0432 -2.9762
N 0.1425 1.3685 -1.5970
C 0.2007 2.4421 -0.6293
C -0.8362 2.2981 0.4407
C -1.8639 1.4269 0.6438
C -2.5136 1.8497 1.8317
C -1.8299 2.9387 2.2643
O -0.8135 3.2196 1.4285
C 1.6934 -1.5432 2.3191
C 1.1970 -0.9224 3.4481
H -1.9418 -1.6716 5.3816
H -1.5604 -0.5746 6.7133
H -0.3332 -1.6893 6.1024
H -1.5443 0.6507 4.5483
H 0.0693 0.6288 5.2723
H -2.0696 -0.8551 2.6432
H -1.2009 -1.9500 0.6250
H 2.1307 -3.1617 0.2868
H 0.0586 -0.5940 -0.7982
H 0.0084 -1.7567 -3.4802
H 1.2758 0.1002 -4.3214
H 2.1738 -0.5875 -2.9772
H 2.2025 1.5219 -2.0150
H 1.4464 2.3170 -4.4983
H 1.2359 3.4310 -3.1512
H -0.8938 1.9512 -4.6305
H -1.0678 3.3291 -3.5506
H -1.8853 1.7814 -1.9976
H -1.5689 -0.0572 -4.0117
H -2.0048 -0.5150 -2.3699
H 1.1888 2.4153 -0.1547
H 0.0845 3.4437 -1.0805
H -2.1302 0.5867 0.0382
H -3.3753 1.4057 2.2865
H -1.9572 3.5816 3.1121
H 2.7485 -1.7611 2.2360
H 1.8737 -0.6490 4.2450

Values from the calculation:
HOMO in eV: -7.86
Electronic energy in Eh: -1454.1196
Relative energy (zero: lowest compared OMol25 entry of this formula, charge and spin) in kcal/mol: 20.6
HOMO-LUMO gap in eV: 8.54
Molecular weight in g mol⁻¹: 369.5
Structure (SMILES): CCc1ccc(NC(=S)N[C@@H]2C[C@H]3CC[C@@H](C2)N3Cc2ccco2)cc1

---

Record 2
Computed, not measured: 7 unconnected molecules or ions with the total composition C12H24Br10Cl4, with wB97M-V/def2-TZVPD.

CARTESIAN COORDINATES (ANGSTROEM)
Br -12.0644 -25.1577 -14.8543
C -12.9308 -26.7560 -13.9609
C -13.3437 -27.7741 -14.9996
Br -14.2857 -29.3584 -14.1993
H -13.7356 -26.4818 -13.2788
H -12.1180 -27.1958 -13.3829
H -12.4964 -28.1168 -15.5935
H -14.1237 -27.3940 -15.6595
Br -7.0419 -22.2985 -6.9196
C -6.5698 -23.9924 -7.7097
C -5.3229 -23.8574 -8.5908
Br -4.9691 -25.6393 -9.2788
H -7.4513 -24.4355 -8.1730
H -6.2205 -24.5228 -6.8238
H -4.4659 -23.4463 -8.0571
H -5.4095 -23.2039 -9.4589
Br -5.0476 -31.6733 -7.0838
C -5.5849 -31.0731 -8.9550
C -6.6240 -32.0256 -9.4693
Br -7.3182 -31.1075 -11.0287
H -4.7721 -31.0641 -9.6813
H -5.9209 -30.0409 -8.8556
H -7.4386 -32.2607 -8.7842
H -6.1827 -32.9847 -9.7403
Br -14.9411 -27.2472 -10.9856
C -13.5360 -26.0190 -10.3240
C -14.1075 -25.3447 -9.0360
Br -12.6227 -24.4371 -8.0379
H -13.3045 -25.2715 -11.0828
H -12.6617 -26.6491 -10.1607
H -14.6202 -26.0385 -8.3698
H -14.8253 -24.5960 -9.3711
Br -7.8477 -28.0706 -8.4578
C -8.9063 -27.7303 -10.0854
C -9.3416 -26.2061 -10.3051
Br -10.0440 -25.7561 -12.0792
H -9.7740 -28.3791 -9.9660
H -8.2018 -27.9934 -10.8744
H -8.4248 -25.6181 -10.3470
H -9.9567 -25.8340 -9.4858
Cl -4.1308 -28.7789 -11.3119
C -4.7144 -27.6090 -12.5221
Cl -6.4766 -27.9647 -13.0098
H -4.7695 -26.6079 -12.0945
H -3.9847 -27.6379 -13.3313
Cl -10.9962 -29.5182 -12.2723
C -10.1293 -30.6709 -13.2940
Cl -10.6829 -30.3775 -14.9788
H -9.0573 -30.4752 -13.2711
H -10.2816 -31.7045 -12.9833

Values from the calculation:
HOMO in eV: -10.02
Electronic energy in Eh: -28052.5192
HOMO-LUMO gap in eV: 10.30
Molecular weight in g mol⁻¹: 1109.2
Structure (SMILES): BrCCBr.BrCCBr.BrCCBr.BrCCBr.BrCCBr.ClCCl.ClCCl

---

Record 3
Computed, not measured: 2 unconnected molecules or ions with the total composition C2H8NO, with wB97M-V/def2-TZVPD.

CARTESIAN COORDINATES (ANGSTROEM)
O -2.0449 1.3588 1.3586
H -2.1500 2.1107 0.7940
H -2.7389 1.2179 2.0021
H 1.5624 -1.8039 -2.0271
C 1.7857 -1.1690 -1.1337
C 0.5344 -0.3579 -0.9097
N 0.1761 -0.1060 0.3142
H 2.6791 -0.6061 -1.1802
H 2.0443 -1.8480 -0.3384
H -0.2730 0.0324 -1.5381
H 0.6359 -0.6991 0.9149
H -0.5540 0.6288 0.5649

Values from the calculation:
HOMO in eV: -16.29
Electronic energy in Eh: -210.7139
Relative energy (zero: lowest compared OMol25 entry of this formula, charge and spin) in kcal/mol: 24.6
HOMO-LUMO gap in eV: 11.29
Net charge: +1
Molecular weight in g mol⁻¹: 62.1

---

Record 4
Computed, not measured: 2 unconnected molecules or ions with the total composition C4H10S2, with wB97M-V/def2-TZVPD.

CARTESIAN COORDINATES (ANGSTROEM)
C -0.1706 1.3721 -0.3530
C -1.2742 2.4144 -0.2480
C -0.7716 0.0631 -0.9229
S -1.8378 -0.7614 0.2273
S 2.2650 -0.5273 -0.0909
C 1.3752 -1.5614 1.0997
H 0.1940 1.0161 0.6173
H 0.7096 1.6321 -0.9409
H -1.6569 2.6893 -1.2311
H -0.9135 3.2964 0.2787
H -2.1045 1.9496 0.2897
H 0.0480 -0.6396 -1.1795
H -1.3652 0.2465 -1.8341
H 2.0345 -2.1896 1.7084
H 0.7106 -2.1961 0.5105
H 0.7456 -1.1217 1.8843

Values from the calculation:
HOMO (alpha / beta) in eV: -3.65 / -2.57
Electronic energy in Eh: -954.7528
Relative energy (zero: lowest compared OMol25 entry of this formula, charge and spin) in kcal/mol: 6.8
HOMO-LUMO gap (alpha / beta) in eV: 7.34 / 4.48
Net charge: -1
Molecular weight in g mol⁻¹: 122.3
<S²>: 0.76
Spin multiplicity: 2

---

Record 5
Computed, not measured: 8 unconnected molecules or ions with the total composition C33H61BClN9O8, with wB97M-V/def2-TZVPD.

CARTESIAN COORDINATES (ANGSTROEM)
C 3.4593 0.2058 3.1354
C 3.9161 1.6482 3.1311
C 3.1311 2.7635 4.0949
C 1.5362 2.6434 3.6975
C 1.1074 2.7513 2.1178
C -0.4866 2.5833 1.7551
C -1.6868 2.3120 2.8876
N -3.0784 2.1420 2.3458
C -3.9910 1.8917 3.5136
B -5.6037 1.6177 3.1421
C -6.0571 0.0048 3.0890
O -6.5831 2.7032 2.8954
C -3.6002 1.8559 5.0926
Cl -4.9408 1.5758 6.3454
N -2.1857 2.0412 5.5632
C -1.2083 2.2486 4.4415
C 0.3878 2.4153 4.8474
H 3.4609 -0.4450 2.1496
H 3.0493 -0.3292 4.1061
H 4.7914 1.9182 2.3999
H 3.5669 3.8442 3.9810
H 3.2242 2.3633 5.2094
H 1.9475 2.9101 1.3077
H -0.7994 2.6343 0.6042
H -7.1450 -0.1516 2.6832
H -5.9090 -0.3876 4.2051
H -5.2254 -0.5284 2.4324
H -6.7985 3.2122 3.7319
H 0.7051 2.3356 5.9757
C 0.3001 6.6984 4.1373
N 1.7123 6.7531 4.4530
C 2.4264 7.9962 4.2511
C 2.3966 5.6595 4.9393
O 3.5871 5.6372 5.2258
H 0.1653 6.9372 3.0785
H -0.2278 7.4346 4.7502
H -0.1102 5.7049 4.3364
H 3.2423 7.8271 3.5420
H 2.8512 8.3220 5.2054
H 1.7563 8.7686 3.8637
H 1.7598 4.7672 5.0550
C -2.1692 -0.3485 -2.2133
N -1.8407 -0.9213 -0.9246
C -2.5624 -0.4692 0.2462
C -0.8633 -1.8826 -0.7785
O -0.5363 -2.4073 0.2786
H -2.0015 0.7315 -2.1730
H -3.2222 -0.5490 -2.4310
H -1.5506 -0.7787 -3.0053
H -1.8504 -0.0508 0.9639
H -3.0650 -1.3249 0.7072
H -3.3015 0.2898 -0.0243
H -0.3776 -2.1538 -1.7303
C 1.2779 -7.1466 1.6045
N 1.7765 -5.8708 2.0741
C 1.0405 -4.6683 1.7453
C 2.9289 -5.7663 2.8238
O 3.4048 -4.7221 3.2515
H 1.2335 -7.1280 0.5119
H 0.2746 -7.3050 2.0105
H 1.9278 -7.9656 1.9236
H 1.6924 -3.9948 1.1808
H 0.7384 -4.1709 2.6720
H 0.1548 -4.9076 1.1504
H 3.4095 -6.7395 3.0163
C -3.3692 1.6696 -7.3464
N -3.0407 1.0968 -6.0577
C -3.7624 1.5489 -4.8869
C -2.0633 0.1355 -5.9116
O -1.7363 -0.3891 -4.8545
H -3.2015 2.7496 -7.3061
H -4.4222 1.4691 -7.5641
H -2.7506 1.2394 -8.1384
H -3.0504 1.9674 -4.1692
H -4.2650 0.6932 -4.4259
H -4.5015 2.3079 -5.1574
H -1.5776 -0.1357 -6.8634
C 1.4070 4.2920 -4.4956
N 0.6553 3.5884 -5.5139
C 0.9497 2.1927 -5.7613
C -0.3306 4.2059 -6.2537
O -1.0023 3.6713 -7.1272
H 2.4683 4.2655 -4.7585
H 1.2537 3.7924 -3.5347
H 1.0829 5.3329 -4.4149
H 1.2538 2.0725 -6.8055
H 0.0452 1.6017 -5.5879
H 1.7494 1.8434 -5.1025
H -0.4731 5.2656 -5.9855
C -2.2880 -4.3273 -3.0617
N -2.5258 -5.6385 -2.4949
C -2.9284 -6.7172 -3.3725
C -2.3807 -5.8907 -1.1472
O -2.5653 -6.9725 -0.6039
H -3.2066 -3.9781 -3.5418
H -1.4902 -4.4036 -3.8061
H -1.9918 -3.6120 -2.2899
H -3.8992 -7.1002 -3.0440
H -2.1915 -7.5235 -3.3069
H -3.0010 -6.3682 -4.4061
H -2.0720 -5.0026 -0.5717
C 4.9858 -4.2512 0.3176
N 6.1685 -3.4378 0.1258
C 7.1028 -3.2927 1.2220
C 6.4316 -2.7985 -1.0671
O 7.4096 -2.0979 -1.2960
H 4.3991 -3.8328 1.1404
H 5.2946 -5.2703 0.5674
H 4.3717 -4.2734 -0.5865
H 7.1919 -2.2321 1.4760
H 8.0830 -3.6624 0.9059
H 6.7626 -3.8534 2.0969
H 5.6581 -2.9753 -1.8324

Values from the calculation:
HOMO in eV: -8.37
Electronic energy in Eh: -2873.3249
HOMO-LUMO gap in eV: 6.86
Molecular weight in g mol⁻¹: 758.2
Structure (SMILES): C=CCc1ccc2nc(B(C)O)c(Cl)nc2c1.CN(C)C=O.CN(C)C=O.CN(C)C=O.CN(C)C=O.CN(C)C=O.CN(C)C=O.CN(C)C=O

---

Record 6
Computed, not measured: a molecular structure, C13H25I2N4OPbSe, with wB97M-V/def2-TZVPD.

CARTESIAN COORDINATES (ANGSTROEM)
Pb 0.2041 0.4458 0.2587
N -0.0003 -2.3292 -0.3752
C 0.8191 -3.0980 0.5650
C 2.1200 -2.3621 0.8424
N 1.9644 -1.0146 1.4441
C 1.8268 -1.0038 2.9134
C 0.3811 -1.0257 3.3919
N -0.3668 0.0838 2.7789
H -0.8975 -2.7709 -0.5365
H 0.4671 -2.2630 -1.2754
H 1.0771 -4.0947 0.1985
H 0.2501 -3.2348 1.4838
H 2.6405 -2.2230 -0.1055
H 2.7445 -2.9876 1.4856
H 2.7968 -0.4887 1.1958
H 2.2876 -0.0879 3.2837
H 2.3637 -1.8481 3.3544
H 0.3876 -0.9630 4.4813
H -0.1065 -1.9615 3.1241
H -0.0527 0.9809 3.1469
H -1.3543 0.0097 2.9956
I -3.1838 1.0957 0.4842
C -3.2764 1.6936 -1.5556
I -2.0824 0.5608 -2.8917
H -2.9522 2.7241 -1.6006
H -4.3061 1.5802 -1.8633
Se 0.9045 2.9452 1.2560
C 2.7989 3.2374 1.2939
C 3.6933 2.2698 1.7483
C 5.0608 2.5216 1.7677
C 5.5506 3.7448 1.3318
C 4.6632 4.7164 0.8864
C 3.2951 4.4680 0.8663
H 3.3191 1.3208 2.1084
H 5.7420 1.7664 2.1414
H 6.6147 3.9410 1.3499
H 5.0357 5.6794 0.5576
H 2.6056 5.2278 0.5202
C 3.2259 2.1130 -1.7597
C 2.8886 0.7148 -2.1828
N 3.4889 0.2412 -3.2842
O 2.0880 0.0137 -1.5451
H 3.9014 2.6103 -2.4527
H 3.6795 2.0901 -0.7673
H 2.3035 2.6897 -1.6687
H 4.1419 0.7927 -3.8101
H 3.2737 -0.6874 -3.6057

Values from the calculation:
HOMO in eV: -9.91
Electronic energy in Eh: -3994.1524
Relative energy (zero: lowest compared OMol25 entry of this formula, charge and spin) in kcal/mol: 8.3
HOMO-LUMO gap in eV: 6.99
Net charge: +1
Molecular weight in g mol⁻¹: 793.3